w | Molecular formula: C7H12
Method: DFT, the ωB97M-V functional and the def2-TZVPD basis

Geometry (Å):
C  -0.06  -1.35  -2.17
C  0.67  -0.52  -1.17
C  0.21  0.83  -0.79
C  -0.11  0.55  0.70
C  0.42  1.43  1.82
C  -1.02  1.12  1.69
C  -0.18  -0.92  0.97
H  0.22  -1.07  -3.20
H  -1.15  -1.21  -2.09
H  0.16  -2.42  -2.06
H  1.70  -0.78  -0.97
H  0.99  1.59  -0.86
H  -0.66  1.15  -1.36
H  0.80  2.39  1.47
H  0.99  1.02  2.66
H  -1.93  1.71  1.75
H  -0.84  -0.59  1.98
H  -0.93  -1.46  0.39
H  0.72  -1.47  1.24

HOMO (alpha / beta): -7.2 / -7.8 eV
E_LUMO (alpha / beta): 0.0162 / 0.0391 Eh
Total charge: 0

x | Molecular formula: C7H12
Method: DFT, the ωB97M-V functional and the def2-TZVPD basis

Geometry (Å):
C  -2.17  -0.23  -0.34
C  -1.06  0.66  0.20
C  -0.08  -0.14  1.16
C  1.36  0.34  0.79
C  2.40  -0.75  0.66
C  0.78  0.94  -0.42
C  -0.24  1.38  -0.99
H  -1.77  -1.06  -0.92
H  -2.75  -0.65  0.50
H  -2.85  0.34  -0.98
H  -1.49  1.50  0.75
H  -0.32  -0.01  2.22
H  -0.16  -1.21  0.92
H  1.70  1.12  1.48
H  2.06  -1.54  -0.02
H  2.60  -1.19  1.64
H  3.35  -0.36  0.27
H  -0.46  0.56  -3.17
H  -0.88  0.31  -3.73

HOMO: -9.2 eV
E_LUMO: 0.0228 Eh
Total charge: 0

y | Molecular formula: C7H12
Method: DFT, the ωB97M-V functional and the def2-TZVPD basis

Geometry (Å):
C  1.31  1.79  -0.14
C  1.24  0.35  -0.60
C  0.78  -0.97  0.03
C  -0.32  -1.44  0.98
C  -1.39  -0.35  0.98
C  -1.30  0.23  -0.45
C  -0.01  -0.33  -1.08
H  2.24  1.97  0.41
H  1.32  2.45  -1.02
H  0.48  2.11  0.50
H  2.13  0.11  -1.20
H  1.48  -1.77  -0.22
H  -0.74  -2.27  0.38
H  -0.04  -1.85  1.95
H  -2.38  -0.78  1.18
H  -1.21  0.40  1.75
H  -1.29  1.33  -0.43
H  -2.16  -0.05  -1.06
H  -0.14  -0.93  -1.97

HOMO: -9.3 eV
E_LUMO: 0.0409 Eh
Total charge: 0

z | Molecular formula: C7H12
Method: DFT, the ωB97M-V functional and the def2-TZVPD basis

Geometry (Å):
C  -2.62  0.04  0.04
C  -1.15  -0.46  0.11
C  -0.22  0.34  -0.86
C  0.91  0.19  0.12
C  2.00  -0.81  -0.16
C  2.33  0.66  -0.02
C  -0.13  -0.02  1.25
H  -3.01  -0.15  -0.97
H  -2.75  1.13  0.18
H  -3.32  -0.45  0.72
H  -1.13  -1.54  -0.07
H  -0.09  -0.05  -1.87
H  -0.53  1.40  -0.89
H  2.04  -1.26  -1.15
H  2.33  -1.48  0.63
H  2.60  1.20  -0.93
H  2.90  0.97  0.86
H  -0.66  0.84  1.63
H  0.35  -0.56  2.10

HOMO: -9.7 eV
E_LUMO: 0.0423 Eh
Total charge: 0

Tell me which of them is the least stable. Sure, it is w.

w | Molecular formula: C7H12
Method: DFT, the ωB97M-V functional and the def2-TZVPD basis

Geometry (Å):
C  1.69  0.39  1.20
C  1.46  -0.85  0.77
C  0.20  -1.45  0.22
C  -0.86  -0.53  -0.44
C  -1.72  0.23  0.56
C  -0.16  0.32  -1.48
C  0.07  1.63  -1.41
H  2.66  0.66  1.59
H  0.96  1.18  1.12
H  2.26  -1.58  0.88
H  -0.25  -1.98  1.07
H  0.47  -2.23  -0.50
H  -1.54  -1.20  -0.99
H  -2.49  0.82  0.05
H  -2.23  -0.48  1.23
H  -1.15  0.91  1.20
H  0.27  -0.23  -2.31
H  0.67  2.13  -2.17
H  -0.32  2.24  -0.60

HOMO: -9.3 eV
E_LUMO: 0.0414 Eh
Total charge: 0

x | Molecular formula: C7H12
Method: DFT, the ωB97M-V functional and the def2-TZVPD basis

Geometry (Å):
C  -2.32  2.60  -0.05
C  -1.29  1.78  -0.34
C  -0.79  0.66  0.57
C  0.46  -0.09  0.06
C  1.37  0.53  -0.72
C  0.70  -1.52  0.61
C  1.46  -2.45  -0.30
H  -2.53  3.43  -0.62
H  -3.14  2.37  0.66
H  -0.83  1.90  -1.32
H  -1.52  -0.17  0.58
H  -0.88  1.09  1.67
H  1.42  1.59  -0.74
H  2.01  -0.27  -1.08
H  -0.35  -1.89  0.88
H  1.30  -1.48  1.55
H  0.65  -2.83  -0.91
H  1.97  -3.20  0.36
H  2.30  -2.05  -0.86

HOMO: -9.0 eV
E_LUMO: 0.0371 Eh
Total charge: 0

y | Molecular formula: C7H12
Method: DFT, the ωB97M-V functional and the def2-TZVPD basis

Geometry (Å):
C  -2.12  -0.08  0.44
C  -1.22  -0.65  -0.63
C  0.03  0.02  -1.07
C  0.61  1.27  -0.42
C  1.75  0.89  0.51
C  0.60  -1.17  1.12
C  0.13  -1.29  -0.25
H  -2.69  0.78  0.06
H  -2.83  -0.84  0.77
H  -1.55  0.23  1.31
H  -1.74  -1.19  -1.42
H  0.30  -0.11  -2.11
H  0.95  1.95  -1.21
H  -0.15  1.81  0.15
H  2.59  0.42  -0.02
H  2.12  1.71  1.14
H  1.26  0.18  1.26
H  1.51  -1.80  1.23
H  0.45  -2.14  -0.85

HOMO: -7.9 eV
E_LUMO: 0.0198 Eh
Total charge: 0

Tell me which of them is the least stable. Sure, it is y.

w | Molecular formula: C30H84N6O9
Method: DFT, the ωB97M-V functional and the def2-TZVPD basis

Geometry (Å):
C  3.31  -5.41  4.67
O  2.02  -4.94  4.97
C  1.14  -4.92  3.88
C  -0.17  -4.32  4.37
C  -0.97  -5.22  5.28
N  -1.00  -3.85  3.24
H  4.04  -5.11  5.41
H  3.67  -5.08  3.68
H  3.21  -6.49  4.47
H  1.60  -4.32  3.07
H  0.94  -5.89  3.41
H  0.18  -3.46  4.96
H  -1.72  -4.55  5.69
H  -0.30  -5.67  6.02
H  -1.42  -6.02  4.68
H  -1.83  -3.37  3.58
H  -0.42  -3.17  2.76
C  -0.11  -0.45  2.17
O  -0.06  -0.77  0.79
C  -0.20  0.36  -0.01
C  -0.71  0.03  -1.43
C  0.26  -0.97  -2.03
N  -0.70  1.27  -2.26
H  0.31  0.53  2.43
H  0.33  -1.26  2.75
H  -1.19  -0.43  2.38
H  -1.13  0.86  0.33
H  0.57  1.14  0.02
H  -1.75  -0.31  -1.43
H  1.31  -0.71  -1.88
H  0.21  -1.04  -3.13
H  0.09  -1.99  -1.67
H  0.15  1.79  -2.06
H  -0.67  0.86  -3.18
C  -3.12  -3.91  -1.95
O  -3.67  -3.44  -3.18
C  -4.76  -2.55  -2.94
C  -5.79  -2.58  -4.06
C  -5.22  -1.99  -5.35
N  -7.05  -1.91  -3.71
H  -3.43  -3.43  -1.02
H  -2.05  -3.68  -1.96
H  -3.25  -4.99  -1.95
H  -5.34  -2.92  -2.08
H  -4.46  -1.52  -2.73
H  -6.04  -3.62  -4.30
H  -5.94  -2.05  -6.17
H  -4.36  -2.54  -5.74
H  -5.01  -0.93  -5.21
H  -7.23  -1.92  -2.71
H  -7.79  -2.46  -4.12
C  0.48  -0.21  6.34
O  1.86  0.10  6.28
C  2.29  0.30  4.94
C  2.71  1.75  4.78
C  1.61  2.80  4.72
N  3.65  1.95  3.63
H  0.22  -0.47  7.37
H  0.16  -1.05  5.70
H  -0.05  0.69  6.00
H  3.04  -0.39  4.55
H  1.46  0.16  4.25
H  3.34  2.09  5.61
H  0.89  2.48  3.96
H  1.90  3.81  4.45
H  1.06  2.97  5.65
H  4.03  2.87  3.77
H  3.02  2.08  2.83
C  3.61  -1.59  1.65
O  3.67  -2.50  0.56
C  2.87  -3.65  0.70
C  3.19  -4.59  -0.49
C  2.53  -3.99  -1.73
N  2.59  -5.89  -0.21
H  2.77  -1.86  2.30
H  3.51  -0.53  1.43
H  4.55  -1.73  2.19
H  3.11  -4.31  1.54
H  1.80  -3.44  0.79
H  4.28  -4.68  -0.55
H  1.46  -3.94  -1.55
H  2.71  -4.55  -2.66
H  2.90  -2.99  -1.95
H  2.87  -6.61  -0.86
H  2.84  -6.16  0.74
C  -0.17  7.40  -0.70
O  -0.52  6.27  0.06
C  -1.94  6.12  0.20
C  -2.17  4.86  1.02
C  -1.75  3.52  0.37
N  -3.63  4.79  1.37
H  0.68  7.93  -0.26
H  -0.99  8.09  -0.90
H  0.20  7.06  -1.67
H  -2.40  7.04  0.55
H  -2.34  5.97  -0.82
H  -1.60  4.94  1.95
H  -2.58  2.92  0.00
H  -1.25  3.02  1.20
H  -1.08  3.71  -0.48
H  -4.05  4.48  0.49
H  -3.70  3.96  1.95
C  -2.21  0.85  -5.94
C  -1.27  1.21  -7.10
O  -1.85  0.67  -8.30
H  -2.16  -0.24  -5.91
H  -3.27  1.02  -6.12
H  -1.88  1.44  -5.09
H  -0.31  0.70  -6.99
H  -1.20  2.29  -7.22
H  -1.50  1.09  -9.09
C  2.12  3.23  -5.13
C  2.13  4.70  -4.76
O  1.81  4.92  -3.37
H  1.32  2.73  -4.57
H  3.02  2.76  -4.74
H  1.83  3.22  -6.18
H  1.38  5.26  -5.33
H  3.13  5.10  -4.98
H  2.65  4.86  -2.90
C  2.82  3.04  0.33
C  1.56  3.86  0.58
O  1.44  4.23  1.95
H  2.95  2.83  -0.73
H  2.54  2.05  0.72
H  3.74  3.35  0.82
H  0.63  3.41  0.21
H  1.57  4.76  -0.05
H  0.88  4.99  2.09

HOMO: -9.2 eV
E_LUMO: 0.0178 Eh
Total charge: 0

x | Molecular formula: C30H84N6O9
Method: DFT, the ωB97M-V functional and the def2-TZVPD basis

Geometry (Å):
C  -15.46  18.34  17.53
O  -14.11  18.64  17.78
C  -13.86  20.02  17.75
C  -12.43  20.28  18.09
C  -11.92  19.44  19.26
N  -12.28  21.74  18.30
H  -15.72  18.51  16.47
H  -16.14  18.95  18.14
H  -15.62  17.30  17.81
H  -14.08  20.42  16.76
H  -14.49  20.54  18.50
H  -11.81  20.08  17.21
H  -11.04  19.91  19.68
H  -11.72  18.41  18.99
H  -12.70  19.42  20.03
H  -12.66  21.98  19.22
H  -11.29  21.96  18.37
C  -15.19  27.27  18.28
O  -15.74  25.97  18.38
C  -15.91  25.36  17.11
C  -14.79  24.39  16.80
C  -14.88  23.97  15.34
N  -14.91  23.20  17.64
H  -14.45  27.31  17.47
H  -14.65  27.47  19.20
H  -15.97  28.01  18.12
H  -16.88  24.84  17.09
H  -16.01  26.13  16.34
H  -13.82  24.91  16.90
H  -15.86  23.56  15.09
H  -14.12  23.22  15.10
H  -14.72  24.83  14.69
H  -14.92  23.47  18.62
H  -14.07  22.64  17.51
C  -22.32  22.04  18.98
O  -22.09  20.74  19.44
C  -22.70  19.78  18.61
C  -22.36  18.40  19.13
C  -22.80  17.32  18.18
N  -22.86  18.13  20.47
H  -22.14  22.10  17.89
H  -21.61  22.72  19.46
H  -23.34  22.40  19.15
H  -23.80  19.91  18.61
H  -22.37  19.90  17.57
H  -21.26  18.37  19.17
H  -22.35  16.37  18.48
H  -22.53  17.54  17.15
H  -23.89  17.20  18.20
H  -23.88  18.12  20.46
H  -22.56  18.86  21.10
C  -13.79  23.08  12.21
O  -14.72  22.06  12.41
C  -14.21  20.77  12.11
C  -15.26  19.75  12.47
C  -15.61  19.82  13.94
N  -14.78  18.42  12.05
H  -14.32  24.04  12.20
H  -13.25  23.02  11.26
H  -13.06  23.11  13.03
H  -13.96  20.70  11.05
H  -13.31  20.57  12.72
H  -16.16  19.97  11.88
H  -15.99  20.78  14.28
H  -14.73  19.51  14.53
H  -16.35  19.05  14.19
H  -13.87  18.28  12.47
H  -15.39  17.70  12.45
C  -18.48  25.49  20.41
O  -18.80  26.31  21.51
C  -18.99  27.65  21.13
C  -19.30  28.48  22.37
C  -19.43  29.95  22.02
N  -18.28  28.33  23.42
H  -18.32  24.49  20.78
H  -17.61  25.87  19.85
H  -19.31  25.48  19.68
H  -18.07  28.04  20.65
H  -19.79  27.75  20.39
H  -20.25  28.11  22.76
H  -19.65  30.51  22.93
H  -20.21  30.15  21.28
H  -18.49  30.35  21.62
H  -18.35  27.41  23.83
H  -17.37  28.30  22.96
C  -19.30  18.15  16.05
O  -18.44  19.20  16.41
C  -19.13  20.30  16.94
C  -18.11  21.30  17.43
C  -18.77  22.39  18.24
N  -17.32  21.85  16.32
H  -20.06  18.48  15.32
H  -19.82  17.75  16.93
H  -18.70  17.38  15.57
H  -19.78  20.77  16.17
H  -19.78  20.00  17.77
H  -17.49  20.73  18.15
H  -18.04  23.08  18.66
H  -19.24  21.92  19.11
H  -19.54  22.96  17.70
H  -16.46  22.25  16.73
H  -16.96  21.03  15.82
C  -21.13  24.26  13.94
C  -20.31  23.25  14.71
O  -18.93  23.65  14.62
H  -20.96  25.27  14.28
H  -22.20  24.03  14.06
H  -20.87  24.16  12.89
H  -20.43  22.27  14.23
H  -20.58  23.20  15.77
H  -18.39  23.03  15.13
C  -19.02  15.76  12.90
C  -17.75  16.10  13.69
O  -16.58  16.12  12.86
H  -19.85  15.62  13.59
H  -18.88  14.80  12.40
H  -19.22  16.51  12.14
H  -17.64  15.45  14.56
H  -17.85  17.13  14.05
H  -16.49  15.26  12.43
C  -20.25  21.29  22.27
C  -21.69  21.24  22.69
O  -21.76  21.64  24.07
H  -19.62  20.65  22.90
H  -19.87  22.31  22.30
H  -20.14  20.93  21.24
H  -22.08  20.22  22.60
H  -22.28  21.92  22.08
H  -22.66  21.51  24.38

HOMO: -9.0 eV
E_LUMO: 0.0207 Eh
Total charge: 0

Tell me which of them is the least stable. Sure, it is w.

w | Molecular formula: C23H22N2O3
Method: DFT, the ωB97M-V functional and the def2-TZVPD basis

Geometry (Å):
O  3.74  2.16  -0.27
C  2.56  2.00  -0.04
N  1.75  3.01  0.32
C  0.32  2.88  0.47
C  -0.22  1.79  -0.45
C  -0.26  2.20  -1.94
C  1.10  2.48  -2.51
C  1.58  3.78  -2.62
C  2.85  4.04  -3.06
C  3.69  2.98  -3.41
O  4.95  3.27  -3.83
C  3.21  1.68  -3.35
C  1.92  1.44  -2.91
N  0.57  0.59  -0.25
C  -0.10  -0.70  -0.33
C  -0.68  -1.08  1.03
C  -1.47  -2.36  1.06
C  -1.59  -3.17  -0.04
C  -2.34  -4.36  0.00
C  -2.99  -4.73  1.14
C  -2.89  -3.94  2.30
C  -3.54  -4.32  3.49
C  -3.44  -3.56  4.62
C  -2.68  -2.38  4.60
C  -2.04  -1.99  3.46
C  -2.12  -2.74  2.27
C  1.91  0.61  -0.07
O  2.57  -0.39  0.07
H  2.17  3.93  0.36
H  -0.15  3.84  0.23
H  0.08  2.63  1.51
H  -1.25  1.56  -0.14
H  -0.90  3.08  -2.03
H  -0.73  1.38  -2.50
H  0.94  4.61  -2.33
H  3.23  5.04  -3.13
H  5.45  2.46  -3.93
H  3.85  0.85  -3.63
H  1.56  0.42  -2.88
H  -0.90  -0.63  -1.08
H  0.65  -1.43  -0.64
H  -1.32  -0.27  1.38
H  0.16  -1.17  1.73
H  -1.10  -2.92  -0.96
H  -2.41  -4.96  -0.89
H  -3.57  -5.64  1.17
H  -4.12  -5.23  3.50
H  -3.94  -3.85  5.53
H  -2.59  -1.79  5.50
H  -1.45  -1.08  3.48

HOMO: -8.3 eV
E_LUMO: 0.0161 Eh
Total charge: 0

x | Molecular formula: C23H22N2O3
Method: DFT, the ωB97M-V functional and the def2-TZVPD basis

Geometry (Å):
C  1.14  3.28  5.38
O  1.28  2.31  4.35
C  0.77  2.54  3.12
O  0.18  3.57  2.79
C  1.02  1.37  2.16
C  0.96  1.84  0.68
N  1.26  0.72  -0.20
C  1.15  1.11  -1.60
C  1.33  -0.11  -2.50
C  0.34  -0.44  -3.43
C  0.48  -1.56  -4.24
O  -0.50  -1.86  -5.14
C  1.61  -2.37  -4.13
C  2.60  -2.05  -3.20
C  3.78  -2.90  -3.08
N  4.72  -3.57  -2.98
C  2.46  -0.92  -2.39
C  0.13  0.13  2.51
C  -1.24  0.08  1.83
C  -2.23  0.96  2.27
C  -3.47  1.01  1.67
C  -3.77  0.17  0.60
C  -2.81  -0.74  0.11
C  -3.11  -1.59  -0.99
C  -2.17  -2.49  -1.46
C  -0.92  -2.59  -0.86
C  -0.59  -1.78  0.22
C  -1.52  -0.82  0.74
H  1.58  2.91  6.30
H  1.65  4.21  5.11
H  0.09  3.51  5.57
H  2.06  1.08  2.34
H  -0.04  2.23  0.46
H  1.67  2.65  0.51
H  0.53  0.03  -0.03
H  0.18  1.56  -1.80
H  1.91  1.85  -1.86
H  -0.55  0.17  -3.53
H  -0.29  -2.63  -5.68
H  1.71  -3.24  -4.77
H  3.22  -0.67  -1.66
H  0.71  -0.78  2.33
H  -0.04  0.06  3.59
H  -2.02  1.64  3.09
H  -4.21  1.71  2.03
H  -4.74  0.22  0.13
H  -4.08  -1.52  -1.46
H  -2.40  -3.12  -2.31
H  -0.20  -3.29  -1.25
H  0.39  -1.89  0.65

HOMO: -8.2 eV
E_LUMO: 0.0063 Eh
Total charge: 0

Tell me which of them is the least stable. Sure, it is x.